12
Properties=species:S:1:pos:R:3:forces:R:3 method="wB97M-V/def2-TZVPD" total_energy_ev=-8695.694 homo_ha="-0.356 / -0.356" orbital_gap_ev="8.614 / 8.613"
N 1.84307 -1.29856 1.51444 -0.0789 0.4320 0.0640
C 1.36614 -0.26798 1.24397 0.7405 -1.3781 -0.6586
C 0.47838 0.05692 -0.79016 -0.0910 0.1165 0.0696
C -0.65255 -0.90137 -0.59291 0.2840 -0.0257 0.2144
N -1.49993 -0.22337 0.37356 0.2185 0.3542 0.2022
C -0.99160 0.92805 0.53859 -0.4805 0.0819 -0.0327
N 0.05381 1.25573 -0.36919 -0.0422 -0.0360 -0.1258
H 1.25217 -0.04188 -1.54946 0.1509 -0.0259 0.5879
H -1.18894 -1.22307 -1.50022 0.2572 0.3274 0.1104
H -0.20929 -1.77798 -0.12514 -0.2854 -0.2562 -0.0001
H -1.25130 1.62005 1.32855 -0.2530 0.1202 -0.2731
H 0.80006 1.87347 -0.07203 -0.4202 0.2896 -0.1581

***

6
Properties=species:S:1:pos:R:3:forces:R:3 method="wB97M-V/def2-TZVPD" total_energy_ev=-103907.234 homo_ha=-0.343 orbital_gap_ev=8.257
O 0.07771 -0.21042 1.05903 -0.3050 0.7327 0.1651
O -0.18733 0.99615 -1.17448 0.3128 0.0509 -0.6971
S -0.76487 0.95024 0.13020 0.2052 -0.5555 0.8802
S 1.07891 -1.35937 0.46298 -0.1251 0.1200 -0.5134
Br 2.71412 -0.18386 -0.38671 0.0878 -0.1523 0.1465
I -2.91853 -0.19274 -0.09102 -0.1757 -0.1959 0.0188

***

8
Properties=species:S:1:pos:R:3:forces:R:3 method="wB97M-V/def2-TZVPD" charge=-1 smiles=[S-]Sn1cnnn1 total_energy_ev=-28684.224 homo_ha=-0.122 orbital_gap_ev=6.910
S -2.81808 1.02917 -0.02369 0.6482 -0.3617 0.0083
S -1.91568 -0.79063 0.03410 -0.4684 -1.1124 0.0338
N -0.10215 -0.64445 0.02170 0.5839 1.8659 -0.0685
C 0.39148 0.60443 -0.01704 -0.1446 -0.7928 -0.0028
N 1.70288 0.56463 -0.02180 0.1307 0.3221 -0.0091
N 2.01086 -0.72877 0.01475 0.8812 -0.5191 0.0073
N 0.98350 -1.49408 0.04031 -1.6461 0.3919 0.0149
H -0.25280 1.45971 -0.04834 0.0151 0.2061 0.0161

***

106
Properties=species:S:1:pos:R:3:forces:R:3 method="wB97M-V/def2-TZVPD" charge=-2 total_energy_ev=-108515.838 homo_ha=-0.035 orbital_gap_ev=4.519
Sr -0.02287 -0.58459 0.85650 -0.8908 -1.5949 -0.7970
O -4.30778 -1.99940 -1.11065 0.4384 0.3681 0.3729
C -3.38163 -1.52334 -0.41644 1.4304 0.5632 -0.1437
N -2.27375 -2.08251 0.14023 -1.8170 1.1580 -1.0041
C -2.37330 -3.44192 0.29472 0.0444 -1.8891 0.6164
C -3.61307 -4.15902 0.27645 0.0853 1.1975 -0.2212
C -3.76364 -5.36057 0.90208 0.0627 -0.9764 0.1675
C -2.63903 -6.02526 1.40151 -0.4339 -0.3357 0.0028
C -1.39591 -5.46612 1.24920 0.2875 0.5162 -0.5540
C -1.21763 -4.15601 0.70181 -1.9241 -1.0880 0.6291
N -0.02288 -3.50506 0.75888 2.6738 -0.2676 0.3054
C 1.06258 -4.31328 0.83501 -0.4190 1.5427 -0.1709
O 1.19572 -5.53912 0.69757 -0.1929 -0.5834 -0.2058
C 2.38691 -3.62659 1.08465 0.3004 -0.2195 -0.0920
C 3.50183 -4.46806 1.27767 -0.1336 -0.7313 -0.1288
C 4.75423 -3.93198 1.45173 -0.4934 1.2489 0.2124
C 4.87572 -2.51465 1.45754 0.7223 -1.0784 -0.0235
C 3.73216 -1.79658 1.19484 0.3438 0.8086 -0.3944
N 2.51251 -2.31395 1.04198 -0.0771 0.3308 -0.0782
C -3.46664 -0.03032 -0.15230 -0.6409 0.0340 -0.7173
C -4.73897 0.55562 -0.35955 0.6725 0.0748 -0.2220
C -4.88661 1.90686 -0.11694 0.3164 -0.1765 0.2538
C -3.76141 2.61201 0.35374 -1.1149 0.6629 -0.0799
C -2.56717 1.95027 0.49954 0.2785 0.5169 -0.2577
N -2.39642 0.67353 0.19756 -0.0682 -0.7110 0.3199
H -4.45752 -3.66098 -0.20016 0.2674 -0.3717 0.4798
H -4.74749 -5.83086 0.97283 0.1806 0.1131 -0.1191
H -2.74371 -7.01742 1.84438 0.0517 0.1668 -0.0315
H -0.49133 -6.01837 1.47198 -0.4481 0.0516 0.3109
H 3.32054 -5.55729 1.25165 0.1161 0.8571 0.0018
H 5.59652 -4.58760 1.57924 0.3508 -0.0354 0.1304
H 5.85448 -2.04114 1.67501 -0.8093 -0.1810 -0.4181
H 3.77553 -0.70768 1.06551 0.1455 -0.4071 0.1215
H -5.49056 -0.08704 -0.81598 0.0506 0.1876 0.4025
H -5.86602 2.37513 -0.26460 0.4371 0.0645 0.0746
H -3.85481 3.67112 0.61723 0.1732 -0.4232 -0.0658
H -1.68140 2.46082 0.87009 -0.2707 0.1164 -0.1015
Cl -2.30757 4.23003 3.37776 -0.3720 -1.0560 0.2638
C -2.91262 2.64490 4.19909 0.4190 1.1271 0.8765
Cl -4.57245 2.29450 3.78191 -0.2784 -0.1759 -0.5343
C -1.88481 1.45519 4.05317 -0.7563 0.8369 -0.5231
O -1.32975 1.21075 5.11595 0.4616 -0.0350 1.0058
O -1.79355 0.96070 2.93235 0.4384 -0.5124 -0.7168
H -2.96671 2.93544 5.24765 0.2841 0.0103 -0.2423
C 5.08401 0.66133 4.72489 0.1767 -0.0001 0.6261
C 3.91302 0.03840 5.44446 -1.5833 0.4396 -0.6066
O 2.65335 0.36837 4.74963 0.5143 0.1148 1.0551
P 2.31116 -0.46640 3.38769 -0.2378 -0.6910 0.8602
O 0.91059 -1.25283 3.65534 0.5832 0.1048 0.5198
C 0.16566 -1.35072 4.92838 -0.2900 -0.1244 -0.8348
C -1.12721 -2.05678 4.51244 -0.0612 0.6272 1.2572
O 1.54752 0.71815 2.57489 0.0847 1.2015 -0.7708
C 2.11764 2.03502 2.28605 -0.1130 -1.1206 -0.4776
C 0.98338 3.01476 2.41930 0.3364 0.6001 0.5192
H 5.97382 0.30965 5.24264 0.3613 0.1427 -0.0136
H 5.04271 1.75706 4.79543 -0.0119 -0.2999 -0.1445
H 5.15848 0.34222 3.69144 -0.1361 -0.0240 -0.1745
H 3.78323 0.46142 6.44763 0.0916 -0.0883 -0.2076
H 3.97365 -1.04586 5.54883 0.2370 -0.0213 -0.1464
H -0.05601 -0.35342 5.32409 0.2212 -0.2926 -0.2494
H 0.78935 -1.92418 5.62226 -0.1464 -0.0792 -0.0607
H -1.68762 -1.39350 3.85459 0.1422 -0.1514 -0.2910
H -1.78870 -2.20012 5.38626 0.3583 -0.0243 -0.1438
H -0.92138 -3.01802 4.07430 0.0000 -0.2981 -0.3992
H 2.48278 2.00344 1.23733 0.0751 0.0442 0.5981
H 2.95616 2.20454 2.98331 -0.4046 0.1477 -0.2734
H 0.22005 2.91449 1.65044 0.1140 -0.1422 -0.0588
H 1.39356 4.02762 2.37786 -0.1008 0.0762 -0.1447
H 0.50019 2.90763 3.38888 -0.0341 -0.1028 0.0187
F 5.31016 -1.26768 -3.17986 0.1049 -0.3351 -0.0799
C 4.05370 -1.03839 -2.67030 0.5970 0.6184 0.8598
C 3.08550 -2.01815 -2.73718 -0.2501 -0.4182 -0.9876
C 1.81001 -1.68711 -2.28326 0.6295 -0.6558 -0.1973
C 1.61664 -0.49806 -1.63100 -2.9863 1.7013 1.6246
C 2.57612 0.49687 -1.59370 1.4341 -1.2455 -0.0234
C 3.87154 0.19416 -2.04093 -0.3431 0.1856 -0.8531
H 3.26396 -2.99090 -3.21357 0.2259 0.4465 0.1061
H 0.97020 -2.38216 -2.44502 0.5199 0.1154 0.3440
H 2.38382 1.47538 -1.16112 0.0351 0.0985 0.1441
H 4.67712 0.92693 -2.00850 0.0794 -0.2035 -0.1027
C -1.33408 4.93737 -4.98629 -0.1076 -0.5122 0.7354
N -1.95765 3.65176 -4.59809 0.9422 0.6897 -1.5988
N -1.15354 2.54522 -4.31569 0.6372 0.4196 0.2357
C -1.84719 1.67665 -3.46256 -0.1393 -2.3217 1.3448
O -1.40515 0.61262 -2.99404 -0.7448 2.0860 -1.2868
C -3.16299 2.28891 -3.30533 0.3992 0.2760 0.0117
C -3.12388 3.49638 -3.92411 -0.8137 -0.5135 0.2799
C -4.20605 4.52199 -3.92719 -0.3449 0.7955 0.3356
C -0.13469 2.07569 -5.18508 -0.2189 0.0163 -0.9232
C 0.91750 1.36579 -4.61115 -0.6708 0.2153 1.5631
C 1.87728 0.76339 -5.38945 0.6243 -0.4031 -0.7107
C 1.76243 0.80817 -6.78573 -0.0744 0.0893 0.3511
C 0.68770 1.48941 -7.36774 0.9119 0.1533 -0.3890
C -0.23172 2.17379 -6.59336 -0.4682 -0.1417 0.4531
H -0.48130 4.77947 -5.66147 -0.3867 -0.2141 0.2325
H -0.97015 5.49634 -4.10204 -0.1284 -0.1990 -0.3028
H -2.08482 5.53531 -5.50962 0.0912 -0.1045 0.1079
H -3.99735 1.83374 -2.79026 0.2312 0.1260 0.0748
H -5.12143 4.06912 -3.49344 0.5821 0.3281 -0.2907
H -4.43867 4.92464 -4.92657 0.0802 -0.3520 0.1914
H -3.94477 5.41871 -3.31269 -0.0975 -0.7046 -0.2674
H 0.90403 1.23041 -3.50381 0.2071 0.1280 -1.0348
H 2.72067 0.24998 -4.90092 -0.5525 0.1844 -0.2571
H 2.50698 0.32025 -7.41365 -0.1865 0.0823 0.1263
H 0.63534 1.54993 -8.46261 -0.1214 -0.0721 0.4636
H -1.05437 2.68160 -7.11339 0.2338 -0.1018 0.5581

***

28
Properties=species:S:1:pos:R:3:forces:R:3 method="wB97M-V/def2-TZVPD" smiles=Nc1nc2c(O)nc(N)n(Cc3cccs3)c-2n1 total_energy_ev=-32356.015 homo_ha=-0.275 orbital_gap_ev=8.055
N 4.17677 1.49280 -1.19854 0.0536 0.5623 0.6283
C 3.05354 0.73379 -1.04753 -0.6414 -0.1666 0.0588
N 2.74277 -0.09995 -1.99768 -0.9885 -1.2080 -0.5108
C 1.63526 -0.75655 -1.48073 -0.8635 0.3743 1.6199
C 0.77803 -1.71031 -1.98320 1.6139 -0.3286 0.4878
O 1.12063 -2.20259 -3.17768 -0.6722 -0.3095 -0.3706
N -0.23422 -2.28462 -1.25536 2.6652 1.3646 -2.2502
C -0.39751 -1.79640 -0.06209 -0.4689 0.5456 -0.2728
N -1.43437 -2.46444 0.50059 -0.4591 0.5789 2.3150
N 0.30874 -0.73298 0.54526 -1.1019 -0.6833 0.0085
C -0.15690 -0.10627 1.80399 0.2559 -0.0475 0.2226
C -1.40484 0.71962 1.67762 -0.5325 0.4961 -0.6487
C -2.08542 0.95698 0.51541 -0.3404 0.5025 0.6588
C -3.25117 1.78822 0.73602 0.8979 -0.4998 1.4609
C -3.42519 2.16322 2.04216 0.8390 -0.3557 -0.6848
S -2.12848 1.54392 3.05358 -0.4333 -0.2291 -1.1299
C 1.37900 -0.21550 -0.17066 -0.4227 -0.7683 -2.0489
N 2.20915 0.75685 0.07819 1.1744 0.6502 0.5097
H 4.15877 2.35850 -0.68058 0.2826 -0.0055 -0.2186
H 4.56306 1.49534 -2.14124 -0.3337 0.1433 0.5785
H 1.92752 -1.71407 -3.42938 -0.2523 -0.1703 -0.0895
H -2.03859 -1.96652 1.12864 -0.1774 -0.0342 0.2356
H -1.87854 -3.11048 -0.13544 0.1237 0.2600 0.0743
H 0.63914 0.53268 2.20861 0.0974 -0.3959 -0.3456
H -0.35552 -0.89029 2.52657 0.2163 -0.2947 0.1680
H -1.72299 0.60652 -0.45182 -0.3021 0.0525 0.2635
H -3.96056 2.07709 0.01670 -0.5656 0.2600 -1.0243
H -4.21806 2.82545 2.37856 0.3357 -0.2934 0.3045

***

9
Properties=species:S:1:pos:R:3:forces:R:3 method="wB97M-V/def2-TZVPD" charge=+1 smiles=C#[N+]NC total_energy_ev=-5124.546 homo_ha=-0.576 orbital_gap_ev=10.654
C -0.82374 -1.84309 -0.04858 0.4473 1.3744 -0.6714
N -0.41143 -0.88125 -0.55247 -1.8415 -4.5285 1.1650
N 0.33093 0.09377 -0.77764 2.2641 4.8434 -0.3843
C 0.41792 1.01968 0.46980 0.9377 -0.6894 0.0341
H -1.06505 -2.77723 0.46177 -0.1284 0.4759 -0.4894
H 0.24969 0.71327 -1.64861 -0.3749 -1.9425 1.2162
H -0.55419 1.51085 0.40679 0.0739 0.0456 1.0511
H 0.65186 0.35591 1.43624 -0.6298 1.7121 -2.3192
H 1.20401 1.80809 0.25270 -0.7485 -1.2910 0.3980

***

13
Properties=species:S:1:pos:R:3:forces:R:3 method="wB97M-V/def2-TZVPD" charge=+1 total_energy_ev=-16113.786 s2=0.753 homo_ha="-0.487 / -0.487" orbital_gap_ev="9.924 / 4.704" multiplicity=2
O 0.37384 -1.57274 -2.46200 -0.1959 0.2164 -0.1181
C 0.55715 -0.81103 -3.38137 0.3014 -0.3899 0.9735
H -0.04333 -0.87174 -4.29167 0.0254 0.1395 -0.2902
H 1.35407 -0.05460 -3.26242 -0.1364 0.1396 -0.5186
C 0.21272 0.80396 0.26955 0.9614 -0.3818 -0.2296
S -0.33116 1.44224 1.81897 -0.2234 -0.3071 0.0320
C -0.75953 -0.03762 2.72748 0.1685 1.0697 0.3687
H -0.58738 0.52052 -0.42432 -0.1654 0.3291 0.1969
H 0.89175 1.55206 -0.14690 -0.3874 0.0773 -0.2013
H 0.80982 -0.10761 0.40862 -0.1983 0.0523 0.2303
H 0.17917 -0.55275 2.90520 0.0798 -0.4251 -0.1197
H -1.48306 -0.58904 2.15620 -0.1756 -0.5353 -0.2989
H -1.17405 0.27834 3.68266 -0.0539 0.0153 -0.0250

***

9
Properties=species:S:1:pos:R:3:forces:R:3 method="wB97M-V/def2-TZVPD" charge=+2 total_energy_ev=-11938.331 homo_ha=-0.570 orbital_gap_ev=2.455
Sn -4.45370 -0.11862 4.44548 0.0827 0.0442 -0.1022
C 0.20334 0.26711 -0.40316 -1.0290 -0.7188 1.2709
O -0.73823 0.51272 0.33626 -2.9627 0.8648 1.2637
N 0.11424 -0.52895 -1.39809 -1.9470 -2.3239 -3.4219
N 1.36577 0.59081 -0.00510 4.4094 1.5498 1.1510
H -0.82966 -0.88057 -1.47227 0.2865 -0.2812 -0.7672
H 0.84583 -0.87575 -2.00193 -0.1586 0.2609 0.1576
H 1.37575 0.96380 0.93346 0.7685 0.1424 -0.2419
H 2.11664 0.06946 -0.43461 0.5501 0.4618 0.6901

***

Values of energy above the lowest of the compared OMol25 structures with the same formula, charge and spin, in order: 4.118 0.000 0.185 0.895 0.000 2.500 0.315 3.748, all in eV.